Entry 1:
This record from the Open Molecules 2025 dataset describes a 9-piece molecular cluster, C15H48N12O9 overall. The level of theory is the ωB97M-V functional and the def2-TZVPD basis.

Geometry as XYZ:
```
84
Properties=species:S:1:pos:R:3:forces:R:3
N -0.796 3.106 -1.721 3.7 -1.4 -3.2
C -1.763 3.507 -0.984 -0.8 -2.9 2.3
N -2.073 4.725 -1.094 -1.2 6.3 -1.6
O -2.292 2.796 -0.175 -1.5 -2.4 2.7
H -0.561 3.634 -2.550 0.4 -0.5 0.2
H -0.398 2.194 -1.546 -0.1 -0.1 -0.3
H -2.869 5.122 -0.616 0.2 -0.2 -0.5
H -1.664 5.132 -1.923 -0.6 1.0 0.4
N -0.837 -3.862 -0.396 -0.7 0.5 -6.0
C -0.491 -4.122 0.808 1.4 -2.3 1.9
N -1.142 -3.329 1.589 -2.6 3.6 5.2
O 0.264 -4.993 1.184 0.9 -0.6 -0.2
H -0.185 -4.110 -1.127 -0.5 -0.1 -0.1
H -1.387 -3.021 -0.488 0.5 -0.2 -0.8
H -0.873 -3.144 2.545 0.0 -0.7 -0.1
H -2.032 -2.908 1.367 0.3 -0.1 -0.2
N 2.750 -4.107 -1.732 -5.2 1.6 -2.0
C 4.015 -3.947 -1.484 0.3 -0.3 1.6
N 4.456 -5.111 -1.104 3.8 -3.3 1.1
O 4.616 -2.915 -1.396 1.0 2.0 -0.7
H 2.292 -5.007 -1.722 0.1 0.4 -0.2
H 2.309 -3.325 -2.195 -0.3 -0.3 0.0
H 5.433 -5.125 -0.848 -0.3 -0.5 0.1
H 3.921 -5.968 -1.119 0.4 0.3 0.1
N -2.837 -0.278 -2.116 0.7 1.7 5.7
C -2.621 -0.448 -3.361 -0.6 0.1 -2.3
N -3.275 -1.489 -3.753 -2.4 -4.4 -2.7
O -2.036 0.251 -4.119 2.5 2.5 -1.8
H -2.028 0.158 -1.698 -0.4 0.1 1.2
H -3.365 -1.023 -1.685 0.5 0.7 0.8
H -3.762 -2.035 -3.057 -0.2 -0.2 -1.0
H -3.521 -1.508 -4.732 -0.1 -0.5 0.3
N 4.060 -4.947 3.607 4.7 1.7 4.9
C 3.149 -5.364 2.826 -3.9 -4.6 -2.4
N 2.708 -4.342 2.083 -1.0 0.0 -1.7
O 2.730 -6.574 2.736 1.3 3.4 0.2
H 4.174 -3.945 3.665 0.3 -0.3 0.1
H 4.330 -5.410 4.462 -0.2 -0.4 -0.4
H 1.972 -4.629 1.453 -0.3 0.6 -0.1
H 2.909 -3.376 2.300 -0.2 -0.5 -0.3
N -4.717 1.934 3.013 -0.6 5.4 0.5
C -4.282 0.780 2.647 -1.5 -0.4 0.6
N -3.377 0.783 1.739 4.4 0.1 -3.6
O -4.833 -0.139 3.126 -1.7 -6.1 1.7
H -5.605 1.912 3.493 0.3 0.3 -0.1
H -4.505 2.647 2.330 -0.5 0.8 0.7
H -2.878 1.640 1.546 -0.1 -0.1 -0.5
H -3.134 0.007 1.138 -0.3 0.1 0.7
C -2.007 6.396 2.934 1.2 0.7 -0.7
C -2.268 4.960 2.510 0.6 -0.4 -0.7
C -1.330 3.905 3.174 -1.1 0.4 1.2
O -3.639 4.748 2.776 -0.9 -0.9 0.7
H -0.973 6.594 3.216 0.2 -0.1 0.0
H -2.624 6.828 3.722 -0.2 -0.6 0.1
H -2.174 6.987 2.033 -0.1 0.4 0.1
H -2.303 4.897 1.422 1.3 -0.1 -0.1
H -1.652 2.864 3.210 -0.7 0.1 -0.5
H -1.396 4.222 4.215 0.3 -0.2 0.4
H -0.269 3.815 2.945 -0.1 0.9 -0.6
H -4.046 5.447 2.258 -0.5 0.0 0.2
C 1.528 -0.072 -3.753 -0.7 -0.6 -0.2
C 2.596 0.959 -3.692 1.6 0.4 -1.8
C 3.132 1.193 -2.330 0.2 -0.3 0.9
O 3.649 0.524 -4.593 -0.3 -0.2 0.3
H 1.777 -0.959 -3.171 0.2 0.0 0.5
H 1.377 -0.504 -4.742 0.0 0.5 -0.2
H 0.583 0.361 -3.423 -0.2 -0.2 -0.1
H 2.269 1.916 -4.098 -0.6 0.1 0.0
H 2.275 1.470 -1.715 0.3 0.1 0.4
H 3.913 1.950 -2.256 -0.2 0.3 -0.2
H 3.600 0.277 -1.972 -0.2 -0.2 0.2
H 4.335 1.196 -4.589 0.1 0.0 0.0
C 1.925 -1.017 0.419 0.0 0.8 -0.7
C 0.666 -0.181 0.365 0.8 0.3 1.3
C 0.833 1.186 1.035 -0.7 -0.4 0.7
O 0.282 0.092 -0.942 -1.4 0.1 -1.3
H 2.715 -0.291 0.225 0.6 -0.5 0.4
H 1.928 -1.710 -0.423 0.1 -0.4 0.2
H 1.978 -1.544 1.372 0.4 0.1 -0.1
H -0.065 -0.786 0.902 -0.8 0.3 -0.3
H 1.589 1.799 0.545 0.1 -0.1 0.0
H 1.038 1.097 2.102 0.4 -0.1 0.0
H -0.123 1.710 1.005 -0.1 0.1 -0.3
H 0.931 -0.155 -1.605 0.2 -0.3 0.2
```
Forces are in eV/Å.

Summary:
E_LUMO	0.0001	Eh
2S+1	1
ΔE to the lowest compared entry with this formula, charge and spin	136.00	kcal per mole
HOMO level	-0.3304	Ha
energy	-1934.58594	a.u.
strongest force on any atom	0.1354	Eh/bohr


Entry 2:
This record from the Open Molecules 2025 dataset describes C3H9N2O2S as an isolated structure. The level of theory is the ωB97M-V functional and the def2-TZVPD basis.

Geometry as XYZ:
```
17
Properties=species:S:1:pos:R:3:forces:R:3
C -0.297 0.872 0.597 -0.2 -1.6 0.0
C 0.765 1.572 -0.151 1.7 -3.1 -0.2
C -0.173 -1.708 -1.238 -0.9 -0.1 2.0
N -0.672 -0.776 -0.416 0.1 -0.4 -1.0
N -0.914 -2.347 -2.184 0.9 1.8 1.7
O -0.133 -0.901 2.464 -2.6 2.7 -4.4
O -0.551 1.590 2.903 0.8 -0.8 -0.9
S 0.481 0.530 2.227 -1.8 0.7 0.6
H 1.170 2.358 0.413 0.0 1.8 0.7
H 1.707 0.929 -0.253 -1.1 0.6 -0.3
H 0.364 1.780 -1.089 -0.2 1.1 -1.6
H 0.765 -2.230 -0.978 0.0 1.0 -0.5
H -1.259 1.716 2.190 0.5 -0.2 0.6
H -1.696 -0.729 -0.566 0.8 0.6 0.2
H -0.379 -2.903 -2.814 -0.2 -0.4 -0.6
H 0.183 -1.409 3.114 2.3 -2.8 4.4
H -1.714 -1.799 -2.464 -0.2 -0.6 -0.7
```
Forces are in eV/Å.

Summary:
E_LUMO	-0.1400	Eh
2S+1	1
ΔE to the lowest compared entry with this formula, charge and spin	111.92	kcal per mole
HOMO level	-0.4763	Ha
energy	-777.46789	a.u.
strongest force on any atom	0.1112	Eh/bohr
total charge	+1


Entry 3:
This record from the Open Molecules 2025 dataset describes a 2-piece molecular cluster, CH3F2OP overall. The level of theory is the ωB97M-V functional and the def2-TZVPD basis.

Geometry as XYZ:
```
8
Properties=species:S:1:pos:R:3:forces:R:3
C -1.125 -0.417 0.400 -1.7 -1.0 -4.1
O -0.604 -0.485 -0.720 -0.1 0.5 2.9
H -1.470 0.513 0.857 1.5 0.5 0.5
H -1.815 -1.259 0.659 1.0 -0.2 0.7
F -4.564 -0.776 1.284 0.8 1.5 -0.8
P -4.268 0.550 0.335 -9.6 -3.1 -2.5
F -3.974 -0.266 -1.036 0.2 0.7 1.0
H -3.150 0.799 0.648 8.0 1.1 2.3
```
Forces are in eV/Å.

Summary:
E_LUMO	0.0010	Eh
2S+1	1
ΔE to the lowest compared entry with this formula, charge and spin	78.58	kcal per mole
HOMO level	-0.3798	Ha
energy	-656.17745	a.u.
strongest force on any atom	0.2029	Eh/bohr


Entry 4:
This record from the Open Molecules 2025 dataset describes a 4-piece molecular cluster, C41H69N3O8 overall. The level of theory is the ωB97M-V functional and the def2-TZVPD basis.

Geometry as XYZ:
```
121
Properties=species:S:1:pos:R:3:forces:R:3
C 3.657 0.104 -1.929 -0.2 -0.3 -0.4
C 3.626 -0.032 -3.463 -0.4 0.2 0.5
C 2.299 -0.562 -4.012 0.0 -0.1 0.0
C 2.390 -0.790 -5.532 -0.1 0.3 0.0
C 1.785 -1.775 -3.275 -0.1 -0.3 0.0
C 2.670 -2.710 -2.729 -0.6 -0.1 0.0
C 2.199 -3.810 -2.022 0.3 0.3 -0.2
C 0.842 -4.017 -1.839 0.1 0.0 0.0
C -0.056 -3.103 -2.366 0.6 0.0 -0.1
C 0.415 -2.000 -3.089 0.1 -0.1 0.1
C -0.647 -1.091 -3.603 0.1 -0.4 0.4
O -0.589 -0.494 -4.646 0.2 0.6 -0.6
C -1.845 -0.982 -2.749 -0.1 0.1 0.4
C -2.308 -2.025 -2.062 -0.2 0.5 -0.1
C -3.530 -2.050 -1.192 0.5 -0.1 0.3
C -3.955 -0.699 -0.610 -0.6 0.0 -0.1
C -5.373 -0.201 -1.006 0.4 0.1 -0.2
C -5.905 -0.677 -2.332 -0.6 -0.4 -0.1
C -7.101 -1.405 -2.361 0.3 0.1 -0.3
C -7.646 -1.858 -3.559 0.1 0.1 -0.1
C -7.007 -1.600 -4.767 0.4 0.3 0.5
C -5.817 -0.870 -4.749 -0.3 -0.2 0.1
C -5.281 -0.413 -3.550 -0.1 0.0 -0.1
C -1.517 -3.278 -2.164 0.3 0.3 -0.1
O -2.014 -4.366 -2.061 -0.4 -0.8 0.3
H 4.040 1.068 -1.616 0.3 0.0 0.1
H 4.251 -0.707 -1.520 0.1 0.1 0.4
H 2.660 -0.004 -1.507 -0.1 0.0 0.1
H 3.722 0.962 -3.891 0.3 0.0 -0.3
H 4.450 -0.653 -3.805 0.2 0.1 -0.2
H 1.575 0.229 -3.838 -0.1 0.1 0.0
H 2.270 -1.832 -5.812 0.1 -0.2 0.0
H 3.338 -0.412 -5.909 0.2 -0.1 -0.1
H 1.613 -0.232 -6.039 -0.2 0.0 -0.1
H 3.731 -2.571 -2.854 0.1 0.0 0.0
H 2.927 -4.495 -1.613 0.0 -0.2 0.1
H 0.496 -4.868 -1.273 -0.2 -0.1 0.0
H -2.307 -0.007 -2.731 -0.2 0.1 -0.2
H -3.268 -2.718 -0.372 -0.1 -0.2 0.1
H -4.338 -2.549 -1.724 -0.1 0.0 -0.1
H -3.953 -0.788 0.473 0.1 0.0 0.2
H -3.238 0.085 -0.824 0.2 0.0 -0.2
H -6.079 -0.480 -0.231 -0.1 -0.1 0.1
H -5.346 0.888 -1.031 -0.1 0.1 0.1
H -7.613 -1.613 -1.433 -0.1 0.0 0.1
H -8.575 -2.409 -3.558 -0.1 -0.1 0.1
H -7.422 -1.945 -5.698 -0.1 -0.1 -0.1
H -5.316 -0.664 -5.682 0.1 0.1 -0.1
H -4.372 0.169 -3.586 0.1 0.1 0.1
C 4.361 -6.460 4.864 0.0 0.0 -0.1
O 3.906 -7.122 3.701 0.0 0.1 0.1
C 2.943 -8.142 3.935 0.0 -0.2 -0.2
C 1.572 -7.741 3.432 0.0 0.2 0.1
N 0.994 -6.673 4.238 0.0 0.0 -0.2
C -0.218 -6.074 3.684 0.1 0.0 0.2
C -0.136 -5.375 2.330 -0.2 0.0 -0.1
O 0.618 -4.178 2.328 0.1 -0.1 -0.1
C 2.020 -4.339 2.186 -0.1 0.3 0.0
H 5.221 -5.856 4.580 0.0 0.0 0.0
H 3.599 -5.797 5.288 0.0 0.0 0.1
H 4.676 -7.175 5.630 0.0 0.0 0.0
H 2.908 -8.410 4.995 0.0 0.1 0.0
H 3.270 -9.024 3.378 0.0 0.0 0.0
H 0.912 -8.612 3.476 0.0 0.0 0.0
H 1.681 -7.458 2.376 0.0 -0.1 0.0
H 1.683 -5.944 4.363 0.0 0.0 0.0
H -0.573 -5.338 4.411 0.0 0.0 0.0
H -0.987 -6.851 3.624 0.0 0.0 -0.1
H -1.154 -5.080 2.061 0.0 0.0 0.0
H 0.210 -6.045 1.534 0.1 0.0 0.0
H 2.273 -5.204 1.568 0.0 -0.1 0.0
H 2.505 -4.428 3.162 0.1 -0.1 0.0
H 2.408 -3.439 1.705 -0.1 0.0 0.0
C 1.048 3.750 3.618 0.0 -0.1 0.1
O 0.253 2.661 4.052 0.0 0.1 -0.1
C -1.019 2.584 3.425 -0.1 -0.1 0.2
C -1.095 1.425 2.453 0.2 0.0 -0.1
N -0.258 1.659 1.282 0.0 -0.1 0.1
C -0.091 0.500 0.408 0.1 0.2 -0.1
C 0.555 -0.760 0.972 -0.2 -0.3 -0.2
O 1.932 -0.644 1.272 0.1 0.0 0.0
C 2.254 -0.078 2.526 0.1 0.0 -0.1
H 1.891 3.837 4.302 0.0 -0.1 0.0
H 1.441 3.590 2.608 0.0 0.1 0.0
H 0.487 4.687 3.636 0.0 0.0 0.0
H -1.265 3.526 2.924 0.1 0.0 -0.1
H -1.758 2.423 4.215 0.0 0.0 0.0
H -2.133 1.305 2.126 0.0 0.0 0.0
H -0.809 0.517 3.001 -0.1 0.0 0.1
H 0.657 1.963 1.588 0.0 0.0 0.0
H 0.505 0.829 -0.448 0.0 0.0 0.0
H -1.073 0.215 0.017 -0.1 0.0 0.0
H 0.494 -1.528 0.193 0.0 0.0 0.0
H 0.006 -1.160 1.833 0.1 0.1 0.1
H 1.509 -0.326 3.287 0.0 0.0 0.0
H 2.364 1.009 2.462 -0.1 0.0 0.1
H 3.216 -0.488 2.833 0.0 0.0 0.0
C 2.825 8.409 -1.643 0.0 0.1 0.1
O 1.663 9.143 -1.311 0.1 -0.1 0.0
C 0.477 8.704 -1.963 -0.1 0.2 0.0
C -0.479 8.041 -0.994 0.1 -0.1 0.1
N 0.032 6.758 -0.528 0.0 0.1 0.1
C -0.715 6.163 0.577 0.1 -0.1 -0.1
C -0.795 6.922 1.899 -0.2 -0.1 0.1
O 0.432 7.016 2.600 0.0 0.1 -0.1
C 1.287 8.073 2.205 0.1 -0.1 0.1
H 3.679 8.955 -1.245 0.0 0.0 0.0
H 2.821 7.406 -1.202 0.0 0.0 -0.1
H 2.943 8.320 -2.727 0.0 0.0 0.0
H 0.714 8.036 -2.797 0.0 -0.1 0.1
H -0.010 9.592 -2.374 0.0 0.0 0.0
H -1.435 7.876 -1.500 0.0 0.0 0.0
H -0.653 8.747 -0.172 -0.1 0.1 0.0
H 0.995 6.872 -0.239 0.0 0.0 0.0
H -0.263 5.189 0.783 -0.1 0.0 0.0
H -1.736 5.966 0.233 0.0 0.0 0.0
H -1.462 6.352 2.553 0.0 0.0 0.0
H -1.247 7.915 1.790 0.1 0.0 -0.1
H 0.725 8.951 1.879 0.0 0.0 -0.1
H 1.972 7.762 1.411 0.0 0.1 -0.1
H 1.891 8.348 3.070 0.0 0.0 0.0
```
Forces are in eV/Å.

Summary:
E_LUMO	-0.0215	Eh
2S+1	1
HOMO level	-0.3178	Ha
energy	-2369.67935	a.u.
strongest force on any atom	0.0182	Eh/bohr


- What is the HOMO level in the fourth record?
  -0.3178 Ha